{"formula": "C15H7AsBrI2LuN2O3S4", "method": "wB97M-V/def2-TZVPD", "symbols": ["Lu", "S", "As", "S", "S", "S", "I", "C", "C", "C", "I", "C", "C", "C", "C", "N", "C", "C", "O", "H", "H", "H", "H", "Br", "C", "C", "C", "C", "C", "N", "C", "O", "O", "H", "H", "H"], "xyz": [[1.697, -1.139, -0.526], [3.770, -2.753, -0.100], [4.482, -0.759, -0.675], [3.360, 0.530, 0.725], [3.381, -0.489, -2.544], [6.567, -0.426, -0.728], [-0.361, -4.694, 3.022], [-0.743, -2.664, 2.966], [-1.595, -2.102, 3.942], [-1.883, -0.767, 3.979], [-3.146, -0.057, 5.466], [-1.313, 0.104, 2.999], [-1.519, 1.500, 2.920], [-0.911, 2.222, 1.937], [-0.106, 1.556, 0.989], [0.081, 0.265, 1.026], [-0.473, -0.464, 2.031], [-0.114, -1.874, 2.001], [0.682, -2.282, 1.105], [-2.026, -2.755, 4.690], [-2.154, 1.988, 3.649], [-1.037, 3.296, 1.873], [0.399, 2.094, 0.200], [2.039, 2.831, -1.968], [0.576, 1.842, -2.629], [-0.141, 2.429, -3.668], [-1.184, 1.720, -4.224], [-1.458, 0.450, -3.750], [-0.665, -0.058, -2.736], [0.323, 0.636, -2.153], [-0.872, -1.504, -2.310], [-1.943, -2.029, -2.574], [0.145, -2.028, -1.734], [0.142, 3.410, -4.020], [-1.755, 2.147, -5.041], [-2.246, -0.177, -4.138]], "e_tot_ev": -248845.2418, "relative_energy_kcal_mol": 0.0, "charge": -2, "spin_multiplicity": 1, "lumo_ev": 3.32}